DFT (ωB97M-V/def2-TZVPD) results for an isolated ion of composition C8H9ClIN2 and charge +1 in a non-equilibrium geometry.

Geometry as XYZ:
```
21
C8H9ClIN2 | the OMol25 dataset | ωB97M-V/def2-TZVPD
C -1.87 1.91 0.11
C -2.76 1.00 0.55
C -0.55 1.35 0.09
C -0.73 -0.01 0.52
C 0.74 1.80 -0.15
C 2.49 -0.62 0.77
C 0.15 -1.16 0.74
C 1.19 -0.73 -1.53
N -2.03 -0.11 0.93
N 1.38 -1.18 -0.17
Cl 1.12 3.45 -0.18
I 4.35 -0.92 0.09
H -2.14 2.85 -0.04
H -3.79 1.01 0.74
H 0.60 -1.45 1.69
H -0.48 -1.99 0.55
H 0.28 -1.14 -1.88
H 1.07 0.39 -1.50
H 1.92 -1.17 -2.24
H -2.47 -1.10 1.15
H 1.54 -2.17 -0.23
```

As for the energy above the lowest of the compared OMol25 structures with the same formula, charge and spin: 420.82 kJ/mol. The calculation puts the highest occupied orbital energy (alpha / beta) at -11.62 / -11.62 eV. The calculation puts the HOMO-LUMO gap (alpha / beta) at 6.4 / 6.4 eV. As for the total charge: +1.

In the natural (NBO) picture, each atom carries the following charge in e: C -0.22; C -0.02; C -0.29; C 0.24; C -0.06; C -0.10; C -0.25; C -0.48; N -0.47; N -0.48; Cl 0.12; I 0.42; H 0.24; H 0.24; H 0.27; H 0.23; H 0.22; H 0.28; H 0.25; H 0.44; H 0.44

***

DFT (ωB97M-V/def2-TZVPD) results for an isolated molecule of C24H30ClN3O2.

Geometry as XYZ:
```
60
C24H30ClN3O2 | the OMol25 dataset | ωB97M-V/def2-TZVPD
C -1.28 -2.37 2.85
N -1.02 -2.72 1.47
C -1.67 -3.97 1.08
C -2.39 -3.82 -0.27
N -3.10 -2.56 -0.31
C -2.68 -1.55 -1.11
O -1.92 -1.70 -2.04
C -3.22 -0.18 -0.71
C -3.48 0.73 -1.90
C -3.98 2.07 -1.40
C -3.17 2.68 -0.26
O -3.26 3.86 0.00
N -2.41 1.84 0.48
C -1.59 2.39 1.54
C -0.15 2.53 1.11
C 0.83 1.65 1.56
C 2.14 1.77 1.14
C 2.47 2.78 0.25
Cl 4.11 2.95 -0.27
C 1.51 3.65 -0.22
C 0.20 3.52 0.21
C -2.11 0.47 0.13
C 0.41 -2.68 1.19
C 0.75 -2.82 -0.29
C 2.18 -2.43 -0.51
C 2.51 -1.12 -0.83
C 3.83 -0.74 -1.00
C 4.84 -1.67 -0.84
C 4.53 -2.98 -0.51
C 3.21 -3.35 -0.35
H -2.35 -2.32 3.03
H -0.85 -1.39 3.06
H -0.85 -3.09 3.57
H -0.95 -4.80 1.02
H -2.41 -4.23 1.84
H -1.69 -3.81 -1.10
H -3.09 -4.65 -0.40
H -3.65 -2.34 0.50
H -4.13 -0.28 -0.11
H -2.55 0.84 -2.46
H -4.21 0.28 -2.57
H -4.01 2.81 -2.20
H -5.00 1.97 -1.02
H -2.00 3.38 1.78
H -1.67 1.74 2.42
H 0.57 0.87 2.26
H 2.90 1.08 1.49
H 1.78 4.43 -0.92
H -0.56 4.20 -0.15
H -1.97 -0.10 1.06
H -1.17 0.41 -0.43
H 0.77 -1.70 1.52
H 0.95 -3.44 1.77
H 0.61 -3.86 -0.61
H 0.09 -2.18 -0.88
H 1.72 -0.39 -0.96
H 4.07 0.28 -1.26
H 5.88 -1.38 -0.97
H 5.31 -3.71 -0.39
H 2.97 -4.38 -0.11
```

As for the energy above the lowest of the compared OMol25 structures with the same formula, charge and spin: 47.23 kJ/mol. The calculation puts the highest occupied orbital energy at -8.93 eV. The calculation puts the HOMO-LUMO gap at 9.4 eV. As for the total charge: 0.

In the natural (NBO) picture, each atom carries the following charge in e: C -0.40; N -0.46; C -0.23; C -0.24; N -0.60; C 0.70; O -0.63; C -0.30; C -0.40; C -0.49; C 0.69; O -0.64; N -0.44; C -0.23; C -0.05; C -0.21; C -0.22; C -0.05; Cl 0.00; C -0.24; C -0.15; C -0.20; C -0.20; C -0.46; C 0.08; C -0.25; C -0.20; C -0.23; C -0.21; C -0.24; H 0.19; H 0.20; H 0.17; H 0.19; H 0.19; H 0.24; H 0.20; H 0.39; H 0.20; H 0.22; H 0.22; H 0.24; H 0.23; H 0.26; H 0.19; H 0.21; H 0.23; H 0.23; H 0.23; H 0.21; H 0.21; H 0.20; H 0.16; H 0.20; H 0.24; H 0.21; H 0.22; H 0.21; H 0.21; H 0.20

***

DFT (ωB97M-V/def2-TZVPD) results for C33H33BrCl2IrN3OP as an isolated structure.

Geometry as XYZ:
```
75
C33H33BrCl2IrN3OP | the OMol25 dataset | ωB97M-V/def2-TZVPD
Ir -0.10 0.11 -0.12
Br -2.52 6.62 3.35
C -1.72 5.09 2.82
C -0.37 4.85 3.18
C 0.22 3.66 2.82
C -0.52 2.70 2.10
C -1.84 2.97 1.69
C -2.45 4.14 2.05
N 0.05 1.44 1.80
C 0.72 0.85 2.73
C 1.36 -0.43 2.50
C 2.11 -1.03 3.50
C 2.77 -2.23 3.22
C 2.65 -2.76 1.95
C 1.86 -2.11 1.00
N 1.23 -0.97 1.26
H 0.18 5.60 3.74
H 1.25 3.48 3.08
H -2.38 2.22 1.12
H -3.48 4.34 1.78
H 0.81 1.29 3.72
H 2.19 -0.57 4.47
H 3.36 -2.72 3.98
H 3.14 -3.69 1.68
H 1.74 -2.52 0.01
Cl -1.15 -2.91 -0.15
C -2.28 -2.63 1.20
Cl -2.11 -0.97 1.85
H -2.03 -3.32 2.00
H -3.29 -2.75 0.84
N -0.03 2.19 -1.23
C -1.32 2.69 -1.66
C -1.54 4.04 -1.82
C -2.78 4.49 -2.26
C -3.80 3.58 -2.53
C -3.58 2.22 -2.36
C -2.33 1.76 -1.93
P -1.99 0.00 -1.80
C -3.51 -0.83 -1.43
C -3.82 -2.02 -2.09
C -5.02 -2.66 -1.83
C -5.91 -2.11 -0.92
C -5.61 -0.92 -0.26
C -4.41 -0.28 -0.51
C -1.30 -0.60 -3.34
C -1.77 -0.02 -4.53
C -1.32 -0.51 -5.75
C -0.41 -1.56 -5.79
C 0.07 -2.12 -4.61
C -0.37 -1.64 -3.39
H 0.49 2.92 -0.74
H 0.54 1.94 -2.03
H -0.74 4.76 -1.64
H -2.95 5.55 -2.40
H -4.76 3.93 -2.88
H -4.38 1.52 -2.57
H -3.14 -2.44 -2.82
H -5.27 -3.58 -2.35
H -6.86 -2.60 -0.73
H -6.32 -0.49 0.44
H -4.19 0.66 -0.01
H -2.48 0.79 -4.51
H -1.69 -0.08 -6.67
H -0.09 -1.95 -6.75
H 0.77 -2.94 -4.66
H 0.00 -2.10 -2.48
C 2.01 0.97 -3.59
C 2.53 -0.05 -2.62
O 1.94 0.13 -1.26
H 2.51 0.81 -4.55
H 2.25 1.99 -3.28
H 0.94 0.85 -3.78
H 3.61 0.05 -2.48
H 2.31 -1.07 -2.93
H 2.62 -0.14 -0.63
```

Its multiplicity is 6. The calculation puts the highest occupied orbital energy (alpha / beta) at -18.86 / -19.19 eV. The calculation puts the HOMO-LUMO gap (alpha / beta) at 6.7 / 4.5 eV. The expectation value of S² is 8.784. As for the total charge: +4.

In the natural (NBO) picture, each atom carries the following charge in e: Ir 1.29; Br 0.60; C -0.09; C -0.12; C -0.23; C 0.23; C -0.17; C -0.15; N -0.53; C 0.23; C 0.06; C -0.13; C -0.09; C -0.18; C 0.08; N -0.52; H 0.28; H 0.26; H 0.24; H 0.27; H 0.24; H 0.27; H 0.28; H 0.28; H 0.23; Cl 0.02; C -0.36; Cl 0.01; H 0.27; H 0.26; N -0.86; C 0.22; C -0.25; C -0.12; C -0.18; C -0.15; C -0.47; P 1.16; C -0.50; C -0.10; C -0.21; C -0.11; C -0.20; C -0.18; C -0.48; C -0.12; C -0.19; C -0.12; C -0.20; C -0.20; H 0.41; H 0.43; H 0.24; H 0.26; H 0.27; H 0.25; H 0.23; H 0.26; H 0.26; H 0.25; H 0.22; H 0.23; H 0.26; H 0.26; H 0.25; H 0.21; C -0.67; C -0.06; O -0.79; H 0.29; H 0.23; H 0.21; H 0.22; H 0.20; H 0.51

***

DFT (ωB97M-V/def2-TZVPD) results for C21H14BCl3F4IrN5O5S as an isolated structure in a non-equilibrium geometry.

Geometry as XYZ:
```
55
C21H14BCl3F4IrN5O5S | the OMol25 dataset | ωB97M-V/def2-TZVPD
Ir -0.64 -0.22 -1.17
C -0.72 1.14 2.88
C -0.59 1.31 1.41
O -0.17 0.39 0.68
N -0.86 2.53 0.91
C -0.67 2.88 -0.49
C -1.89 2.53 -1.29
C -2.77 3.48 -1.77
C -3.92 3.07 -2.42
C -4.17 1.72 -2.57
C -3.24 0.82 -2.08
N -2.12 1.21 -1.46
H -0.10 0.31 3.21
H -1.76 0.86 3.11
H -0.46 2.06 3.40
H -1.29 3.19 1.53
H 0.20 2.36 -0.87
H -0.47 3.95 -0.55
H -2.55 4.52 -1.62
H -4.63 3.80 -2.80
H -5.06 1.35 -3.04
H -3.37 -0.25 -2.19
O 2.34 -0.38 0.01
C 1.89 -1.44 -0.37
O 0.87 -1.54 -1.21
C 2.47 -2.75 0.01
C 3.45 -2.76 1.01
C 4.01 -3.94 1.45
C 3.59 -5.14 0.88
C 2.62 -5.15 -0.10
C 2.05 -3.96 -0.55
S 0.85 -4.05 -1.81
H 3.72 -1.80 1.44
H 4.75 -3.93 2.23
H 4.01 -6.08 1.23
H 2.28 -6.09 -0.52
N -2.04 -1.20 -0.28
C -2.84 -1.09 0.58
C -4.03 -0.98 1.25
C -5.02 -0.25 0.53
N -5.80 0.33 -0.09
C -4.37 -1.51 2.52
N -4.78 -1.94 3.51
Cl -2.08 0.33 -5.75
C -0.39 0.72 -5.37
Cl 0.02 2.28 -6.08
Cl 0.68 -0.53 -6.02
C -0.22 0.75 -3.81
O 0.26 1.73 -3.27
O -0.63 -0.33 -3.27
F -1.50 -1.65 2.98
B -0.24 -2.29 2.80
F 0.73 -1.57 3.54
F -0.31 -3.61 3.25
F 0.07 -2.23 1.44
```

As for the energy above the lowest of the compared OMol25 structures with the same formula, charge and spin: 280.95 kJ/mol. Its multiplicity is 2. The calculation puts the highest occupied orbital energy (alpha / beta) at -5.49 / -5.25 eV. The calculation puts the HOMO-LUMO gap (alpha / beta) at 6.6 / 6.4 eV. The expectation value of S² is 0.753. As for the total charge: -1.

In the natural (NBO) picture, each atom carries the following charge in e: Ir 1.40; C -0.73; C 0.75; O -0.59; N -0.58; C -0.27; C 0.24; C -0.24; C -0.13; C -0.22; C 0.09; N -0.44; H 0.32; H 0.27; H 0.21; H 0.41; H 0.27; H 0.22; H 0.22; H 0.22; H 0.24; H 0.24; O -0.64; C 0.80; O -0.75; C -0.11; C -0.15; C -0.25; C -0.19; C -0.25; C -0.19; S 0.21; H 0.23; H 0.21; H 0.20; H 0.21; N -0.43; C 0.53; C -0.55; C 0.33; N -0.41; C 0.32; N -0.33; Cl 0.02; C -0.20; Cl 0.04; Cl 0.05; C 0.73; O -0.65; O -0.70; F -0.60; B 1.35; F -0.58; F -0.56; F -0.58

***

DFT (ωB97M-V/def2-TZVPD) results for a 6-piece molecular cluster, C4H19NO7 overall in a non-equilibrium geometry.

Geometry as XYZ:
```
31
C4H19NO7 | the OMol25 dataset | ωB97M-V/def2-TZVPD
C -1.05 -2.63 -0.91
C -0.39 -1.43 -1.65
C 1.01 -1.16 -1.15
N 1.11 -0.68 0.19
C 1.52 0.55 0.51
O 1.46 0.91 1.68
O 1.84 1.46 -0.45
H -1.58 -2.36 0.04
H -1.79 -3.21 -1.36
H -0.28 -3.31 -0.67
H -0.62 -1.54 -2.69
H -1.03 -0.55 -1.42
H 1.67 -0.57 -1.86
H 1.58 -2.07 -1.43
H 0.66 -1.31 0.92
H 1.77 1.07 -1.37
O 0.16 -2.07 2.91
H -0.03 -2.92 3.44
H -0.56 -1.45 3.27
O -1.54 1.90 -1.87
H -1.32 2.53 -1.17
H -2.49 2.16 -2.18
O -2.30 -0.12 3.07
H -1.95 0.57 2.50
H -3.05 -0.38 2.47
O -1.78 1.61 0.74
H -1.66 1.22 -0.20
H -0.89 1.74 0.93
O 1.44 1.33 -3.00
H 1.75 2.26 -3.17
H 0.50 1.33 -2.87
```

As for the energy above the lowest of the compared OMol25 structures with the same formula, charge and spin: 169.59 kJ/mol. The calculation puts the highest occupied orbital energy at -9.45 eV. The calculation puts the HOMO-LUMO gap at 9.4 eV. As for the total charge: 0.

In the natural (NBO) picture, each atom carries the following charge in e: C -0.62; C -0.43; C -0.25; N -0.66; C 0.87; O -0.67; O -0.72; H 0.21; H 0.21; H 0.20; H 0.22; H 0.19; H 0.22; H 0.20; H 0.46; H 0.50; O -0.98; H 0.47; H 0.51; O -0.97; H 0.50; H 0.50; O -0.96; H 0.49; H 0.47; O -0.98; H 0.48; H 0.48; O -0.95; H 0.50; H 0.50

***

DFT (ωB97M-V/def2-TZVPD) results for C4H8O2 as an isolated structure.

Geometry as XYZ:
```
14
C4H8O2 | the OMol25 dataset | ωB97M-V/def2-TZVPD
C -0.74 -1.18 -0.42
C 0.98 2.08 0.67
C -0.28 -0.07 0.42
C 0.49 0.89 -0.08
O -1.93 -1.65 -0.03
O -0.42 -1.31 -1.70
H -2.24 -2.26 -0.72
H 0.30 -2.08 -1.03
H 0.34 -2.34 0.01
H -0.63 -0.07 1.45
H 0.79 0.80 -1.13
H 2.07 2.11 0.67
H 0.65 3.00 0.18
H 0.63 2.09 1.70
```

As for the energy above the lowest of the compared OMol25 structures with the same formula, charge and spin: 436.44 kJ/mol. The calculation puts the highest occupied orbital energy at -9.04 eV. The calculation puts the HOMO-LUMO gap at 9.3 eV. As for the total charge: 0.

In the natural (NBO) picture, each atom carries the following charge in e: C 0.71; C -0.65; C -0.33; C -0.07; O -0.65; O -0.81; H 0.50; H 0.40; H -0.20; H 0.22; H 0.22; H 0.23; H 0.23; H 0.22